# 1
The following is a quantum chemistry calculation of a molecular structure, C32H35BrF4NNiO2PSi2, from the Open Molecules 2025 dataset.

Summary:
- energy relative to the best compared isomer or geometry (same formula, charge and spin) (kJ/mol) = 0.0
- LUMO level (alpha / beta) (eV) = 0.12 / 0.12
- frontier orbital gap (alpha / beta) (eV) = 7.899 / 7.894
- F_max (eV/Å) = 0.7

Geometry (Å):
Ni 0.566322 0.157111 0.767444
C 2.579760 4.212953 1.512297
Si 2.483240 2.331503 1.387595
C 1.870824 1.766377 3.077799
C 4.219084 1.684630 1.109546
C 1.353513 1.860051 -0.040413
C 0.013963 2.405270 0.135855
C -0.629488 3.529782 -0.395576
C -1.880494 3.861879 0.080377
C -2.503976 3.069574 1.047536
C -1.868734 1.920647 1.464753
N -0.657752 1.602134 0.996097
Si 2.060804 1.833490 -1.774489
C 2.811091 3.514360 -2.187973
C 0.675842 1.495751 -3.002439
C 3.396607 0.525815 -1.975292
H 3.161883 4.513133 2.387761
H 1.581977 4.650005 1.614101
H 3.046775 4.657681 0.630508
H 2.689209 1.877391 3.795886
H 1.543422 0.725449 3.112470
H 1.046903 2.395520 3.424123
H 4.845974 1.998937 1.948627
H 4.667146 2.084709 0.197647
H 4.232482 0.595798 1.051445
H -0.120380 4.143913 -1.126174
H -2.376473 4.753595 -0.282859
H -3.469526 3.334133 1.453561
H -2.315778 1.238491 2.176109
H 2.115054 4.337694 -2.009660
H 3.113987 3.554177 -3.237845
H 3.700848 3.699912 -1.580934
H -0.024597 2.330817 -3.082728
H 0.099738 0.612041 -2.717324
H 1.089780 1.316165 -3.998459
H 4.391855 0.974939 -1.970540
H 3.278052 0.009231 -2.931738
H 3.347969 -0.213227 -1.175270
F 0.381823 -7.150521 -0.831964
C -0.001787 -5.888839 -0.669287
C -1.070312 -5.585587 0.145913
F -1.726015 -6.559746 0.770994
C -1.465616 -4.265873 0.306878
F -2.525319 -4.067882 1.092765
C -0.805309 -3.217190 -0.314432
P -1.151401 -1.443259 0.003245
C -2.133283 -0.974800 -1.466419
C -2.568448 0.347812 -1.566649
C -3.258606 0.783692 -2.684995
C -3.510317 -0.090667 -3.732872
C -3.082509 -1.405922 -3.644766
C -2.402529 -1.847039 -2.517461
C -2.357017 -1.369458 1.370264
C -3.715414 -1.141961 1.179795
C -4.548303 -0.948509 2.273818
C -4.031181 -0.993868 3.560504
C -2.677327 -1.239315 3.755201
C -1.838811 -1.419242 2.665883
C 0.263902 -3.554788 -1.155782
Br 1.211710 -2.241460 -2.114243
C 0.660219 -4.865488 -1.327842
F 1.680842 -5.182737 -2.123981
H -2.372838 1.046114 -0.766583
H -3.588338 1.813664 -2.740839
H -4.036904 0.252302 -4.614103
H -3.277373 -2.097054 -4.454601
H -2.085538 -2.880409 -2.466301
H -4.125511 -1.102915 0.178538
H -5.604120 -0.765448 2.119041
H -4.682605 -0.841113 4.411624
H -2.270527 -1.282135 4.757466
H -0.780526 -1.608602 2.808846
C 3.300320 -2.885473 1.057679
C 2.069948 -2.028646 1.241567
O 1.098302 -2.455241 1.871139
O 2.124107 -0.860303 0.698731
H 3.615069 -3.279159 2.022992
H 4.109280 -2.327398 0.592498
H 3.041388 -3.737373 0.425919

Forces on the atoms, in the same order (eV/Å):
0.0120 0.0945 -0.7237
-0.0161 -0.0413 -0.0481
0.1084 0.1647 0.0219
0.0136 0.0478 -0.0084
-0.0521 -0.0082 0.0152
-0.0052 -0.2674 0.4277
-0.1154 0.0098 0.2066
0.0625 0.0331 -0.0243
0.0020 -0.0028 -0.0113
-0.0015 -0.0094 0.0101
0.0137 0.0316 -0.0205
0.0110 -0.0226 -0.0054
0.0232 -0.0173 -0.0420
-0.0027 -0.0400 0.0033
-0.0059 0.0056 0.0375
-0.0191 0.0255 0.0050
-0.0013 -0.0041 -0.0084
0.0086 -0.0071 0.0122
-0.0024 -0.0097 0.0017
-0.0172 0.0240 0.0078
0.0351 -0.0344 -0.0146
-0.0328 -0.0380 -0.0207
0.0046 -0.0170 -0.0079
-0.0138 -0.0018 -0.0014
-0.0087 0.0123 -0.0047
-0.0128 0.0047 0.0053
0.0074 -0.0039 -0.0079
0.0023 -0.0042 0.0053
-0.0164 -0.0247 -0.0044
-0.0010 -0.0097 -0.0141
-0.0023 -0.0104 0.0063
-0.0095 0.0044 -0.0035
-0.0018 -0.0075 0.0168
-0.0039 -0.0196 -0.0053
0.0057 0.0207 0.0107
-0.0039 -0.0082 0.0153
0.0083 0.0172 -0.0135
-0.0101 0.0131 -0.0172
-0.0074 0.0131 0.0026
0.0332 -0.0113 -0.0091
-0.0275 -0.0096 0.0277
0.0035 -0.0030 -0.0091
0.0127 0.0201 -0.0030
-0.0082 -0.0091 0.0026
0.1011 -0.0146 0.0111
0.0298 0.0649 0.2753
0.0779 0.0453 -0.0499
0.0269 -0.0234 -0.0685
0.0022 0.0196 0.0099
-0.0090 -0.0146 -0.0130
-0.0124 0.0010 -0.0001
-0.0151 -0.0211 0.0369
-0.0564 -0.0690 -0.0036
-0.0090 0.0228 0.0070
-0.0074 -0.0007 -0.0078
-0.0002 -0.0045 0.0091
-0.0040 0.0066 -0.0176
-0.0237 0.0174 0.0002
-0.0230 0.0476 0.0189
-0.0521 -0.0267 -0.0679
-0.0102 0.0038 -0.0046
-0.0074 -0.0114 0.0036
0.0210 0.0345 0.0122
0.0028 -0.0063 -0.0025
-0.0006 -0.0032 0.0049
0.0018 0.0024 0.0016
0.0284 -0.0008 0.0063
-0.0053 -0.0076 0.0180
0.0049 0.0002 -0.0007
0.0022 -0.0025 -0.0036
-0.0028 -0.0013 -0.0046
0.0140 0.0044 -0.0072
0.0199 -0.0037 -0.0083
-0.0689 -0.0004 0.2098
0.0077 0.0374 -0.0314
-0.0047 0.0084 -0.1393
-0.0022 -0.0018 -0.0004
0.0040 -0.0090 -0.0004
0.0011 0.0062 -0.0065

# 2
The following is a quantum chemistry calculation of a molecular structure, C32H35CrN4O4P2Se, from the Open Molecules 2025 dataset.

Summary:
- energy relative to the best compared isomer or geometry (same formula, charge and spin) (kJ/mol) = 7.9
- 2S+1 = 2
- LUMO level (alpha / beta) (eV) = -0.81 / -0.26
- frontier orbital gap (alpha / beta) (eV) = 7.192 / 7.750
- <S²> = 0.76
- F_max (eV/Å) = 0.7

Geometry (Å):
Cr -2.152984 3.155579 -1.267906
N -4.145871 2.440198 -1.088051
C -4.531056 1.787337 -2.347893
C -4.079290 2.654148 -3.521096
N -2.698825 3.170444 -3.332804
C -1.650264 2.415524 -4.047696
C -1.512119 1.049841 -3.400637
N -1.407676 1.234479 -1.944348
H -4.240210 1.795077 -0.304555
H -4.753240 3.237532 -0.901123
H -5.613339 1.633152 -2.411099
H -4.061206 0.803138 -2.359827
H -4.740568 3.519245 -3.591495
H -4.149804 2.093767 -4.458752
H -2.674751 4.133834 -3.652240
H -0.720565 2.976624 -3.936634
H -1.889151 2.323299 -5.112479
H -0.646220 0.518596 -3.803905
H -2.389589 0.437390 -3.616012
H -0.428852 1.254524 -1.660510
H -1.820442 0.449348 -1.445688
O 0.000203 2.551364 1.900473
C -0.450741 2.837687 0.819142
O -1.728868 2.781362 0.514234
C 0.436637 3.292880 -0.386341
O 1.639608 3.301007 -0.333888
O -0.288709 3.602355 -1.431988
Se -2.760914 5.494317 -0.815546
C -4.468595 5.406857 -1.499969
N -5.526806 5.239822 -1.937185
C 1.008710 -0.615247 2.230574
P 0.324208 -0.500740 0.529204
C -1.491008 -0.678628 0.810156
C -2.265295 -1.435899 -0.076930
C -3.650640 -1.431297 -0.003980
C -4.293470 -0.679880 0.971952
C -3.535767 0.065514 1.863597
C -2.151619 0.072173 1.780460
C 0.674879 -2.160950 -0.162556
C 0.409185 -3.346746 0.522386
C 0.673442 -4.571359 -0.061718
C 1.203601 -4.630161 -1.345888
C 1.469340 -3.461253 -2.036742
C 1.207548 -2.232788 -1.443692
P 2.651207 0.243330 2.315268
C 3.491488 -0.549109 0.889038
C 3.766203 -1.913617 0.799692
C 4.374172 -2.435590 -0.327341
C 4.720929 -1.597123 -1.380634
C 4.451835 -0.241368 -1.304473
C 3.838078 0.281623 -0.172407
C 3.405596 -0.681665 3.706976
C 2.643570 -1.214830 4.742943
C 3.251751 -1.809239 5.839998
C 4.632717 -1.879269 5.918715
C 5.403751 -1.344569 4.895014
C 4.795836 -0.747605 3.804573
H 1.055993 -1.657842 2.560776
H 0.336423 -0.058991 2.887995
H -1.780891 -2.050077 -0.828490
H -4.224880 -2.039058 -0.691025
H -5.372707 -0.691150 1.047857
H -4.022739 0.660467 2.624165
H -1.590332 0.708996 2.450620
H -0.018423 -3.309458 1.517074
H 0.464665 -5.483937 0.480602
H 1.411309 -5.588668 -1.800899
H 1.896069 -3.500767 -3.030033
H 1.443580 -1.316862 -1.971932
H 3.503651 -2.569085 1.621247
H 4.579425 -3.495915 -0.388517
H 5.204869 -2.005700 -2.258248
H 4.727289 0.415481 -2.119373
H 3.626730 1.342427 -0.104200
H 1.562796 -1.168703 4.705869
H 2.640547 -2.217042 6.634566
H 5.107470 -2.345140 6.772168
H 6.483662 -1.389879 4.948227
H 5.409469 -0.333569 3.013162

Forces on the atoms, in the same order (eV/Å):
-0.3633 -0.0718 0.4568
0.0037 0.0840 0.1856
-0.0757 -0.0134 -0.0190
-0.0917 0.0511 -0.0016
-0.0285 -0.0094 0.0374
0.0385 -0.0234 -0.0835
0.0179 -0.0639 -0.1252
0.1234 0.0556 0.1346
0.0697 0.0090 -0.0357
-0.0666 -0.1218 -0.0323
0.0853 0.0132 -0.0326
-0.0216 0.0296 -0.0401
0.0362 -0.0878 0.0256
-0.0144 0.0188 0.0333
0.0219 0.0115 0.0490
-0.0215 -0.0374 -0.0121
0.0267 -0.0130 0.0366
-0.0534 0.0564 0.0012
0.0406 0.0221 -0.0165
-0.0425 -0.0253 -0.0029
-0.0167 -0.0019 0.0185
-0.0895 0.0100 -0.2380
0.5553 -0.0481 0.4328
-0.4087 -0.1529 -0.4750
0.1177 0.0744 -0.1340
-0.0179 -0.0218 0.1164
0.2267 0.0769 0.0376
-0.0033 0.0555 -0.2703
0.0930 0.0548 0.0448
-0.0399 -0.0118 -0.0175
-0.1157 0.0371 0.0709
-0.2004 0.0235 -0.1402
0.0417 -0.1169 0.0011
0.0191 -0.0188 -0.0422
-0.0256 -0.0021 0.0216
-0.0197 -0.0058 -0.0139
-0.0493 0.0201 -0.0066
0.0576 0.0699 -0.0090
0.0523 0.0367 -0.0115
-0.0067 0.0782 0.0194
0.0085 -0.0523 0.0035
0.0103 -0.0161 -0.0047
0.0076 0.0074 -0.0177
-0.0505 0.0335 -0.0115
0.0448 0.0004 0.0290
0.0382 0.0003 0.0063
0.0337 0.0069 0.0556
0.0656 -0.0158 0.0177
0.0031 -0.0488 -0.0172
-0.0018 0.0298 -0.0389
0.0005 0.0498 0.0078
-0.0195 -0.0050 -0.0140
-0.0051 0.0018 0.0011
0.0157 -0.0208 0.0344
0.0059 -0.0183 0.0254
0.0236 -0.0109 0.0119
0.0172 0.0097 -0.0205
-0.0029 0.1087 -0.0252
0.0209 -0.0644 -0.0135
0.0095 0.0088 0.0090
-0.0299 -0.0163 -0.0301
-0.0409 0.0021 -0.0025
-0.0223 0.0171 0.0456
0.0164 0.0257 0.0127
-0.0130 -0.0099 0.0276
-0.0045 -0.0260 0.0110
0.0096 -0.0462 -0.0209
0.0094 -0.0023 -0.0312
0.0243 0.0457 -0.0084
-0.0066 -0.0289 0.0386
0.0039 -0.0443 -0.0004
0.0142 -0.0128 -0.0275
-0.0021 0.0150 -0.0135
-0.0495 0.0284 -0.0286
-0.0103 0.0134 0.0150
-0.0069 -0.0125 0.0177
0.0046 -0.0009 0.0100
0.0191 -0.0083 0.0025
0.0044 0.0147 -0.0194

# 3
The following is a quantum chemistry calculation of a single C32H35F9NO10PS molecule in a non-equilibrium geometry, from the Open Molecules 2025 dataset.

Summary:
- energy relative to the best compared isomer or geometry (same formula, charge and spin) (kJ/mol) = 2586.7
- LUMO level (eV) = -2.29
- frontier orbital gap (eV) = 6.415
- F_max (eV/Å) = 8.4

Geometry (Å):
C -0.743226 -6.376317 7.484594
O -0.325259 -6.010238 6.104242
C -1.564969 -5.720068 5.337184
C -1.230749 -6.136108 3.752409
C -0.809728 -4.726265 3.002991
C 0.299998 -4.978335 1.789322
C -0.400243 -4.434985 0.401393
C -0.404131 -2.802354 0.233776
C 0.651585 -2.261871 -0.945497
C -0.002320 -2.690993 -2.387951
C 0.787953 -2.102852 -3.705368
C 1.433210 -0.606635 -3.497942
C 3.063388 -0.407033 -3.492581
C 3.744917 1.076772 -3.237207
P 5.692925 1.054917 -3.208730
C 6.353071 -0.737087 -3.010391
O 6.170997 1.563301 -4.806416
C 2.866819 2.479220 -2.997095
S 3.630648 4.151770 -2.697033
O 3.019087 5.310249 -3.579385
O 5.155497 4.265383 -2.887840
C 3.307024 4.653917 -0.881343
F 4.032501 5.970528 -0.727997
F 1.882493 4.946233 -0.603544
C 4.003274 3.634291 0.201597
F 4.946056 2.651558 -0.380584
F 4.820778 4.480992 1.147690
C 2.931234 2.778270 1.118898
F 2.429975 3.700022 2.165581
F 1.841006 2.143302 0.300238
C 3.669336 1.511732 1.914604
F 2.840948 1.094998 3.092330
F 5.009525 1.851404 2.448706
F 3.854450 0.311679 1.024989
C 1.208279 2.253585 -3.006762
C 0.532563 0.739912 -3.246601
C -1.131536 0.575096 -3.188455
O -1.814286 -0.201614 -4.034704
C -1.850622 1.515954 -2.006190
C -3.134552 0.959141 -1.130549
O -3.632754 -0.394366 -1.421744
N -4.559435 -0.800532 -0.532874
O -4.068919 -1.464728 0.366316
C -3.728641 1.977417 0.025253
C -3.107551 3.486264 0.319660
O -3.590548 4.421644 1.347005
C -4.935049 4.076952 1.834448
C -6.149274 4.419282 0.751360
C -5.698394 5.633792 -0.281570
O -6.693115 3.232206 0.073927
C -1.795169 3.994328 -0.584336
C -1.175290 3.025215 -1.751901
C 0.103814 3.438304 -2.747679
O 0.081645 4.657588 -3.278628
H -1.728181 -5.797554 7.783470
H -0.929104 -7.531032 7.564583
H 0.125079 -6.018486 8.213408
H -2.489761 -6.294467 5.772914
H -1.748572 -4.563346 5.333141
H -0.402561 -6.972628 3.691507
H -2.215381 -6.605128 3.287998
H -0.321785 -3.956606 3.756883
H -1.808421 -4.267902 2.548273
H 1.346033 -4.504875 2.019928
H 0.421208 -6.152237 1.701650
H 0.088425 -4.988564 -0.524121
H -1.534993 -4.797181 0.445328
H -1.486740 -2.508604 -0.162756
H -0.253161 -2.216046 1.241680
H 1.701322 -2.794354 -0.772486
H 0.723475 -1.094690 -0.770739
H -1.138308 -2.371858 -2.445319
H 0.028037 -3.878141 -2.473385
H 0.036095 -2.031762 -4.599484
H 1.699602 -2.839654 -3.925213
H 3.715578 -1.395887 -3.639767
H 7.529521 -0.813793 -3.140734
H 6.092856 -1.220727 -1.963948
H 5.905005 -1.483367 -3.824822
H 5.311234 1.606695 -5.337305
H -4.656532 1.566541 0.646295
H -5.020438 2.980974 2.285569
H -5.143372 4.800434 2.761002
H -7.045499 4.876186 1.394033
H -6.588239 6.075077 -0.901434
H -4.932867 5.154179 -1.031157
H -5.175017 6.455466 0.394055
H -6.576830 3.326152 -0.937055
H -1.346943 5.072349 -0.371609

Forces on the atoms, in the same order (eV/Å):
0.4622 0.6091 0.5351
-2.8725 -0.1887 1.2922
0.7143 -0.3798 -1.4942
-0.7054 0.6323 0.7947
0.5722 -0.3212 -0.3771
-1.4538 -0.4716 -0.2507
-0.0874 -0.4553 0.2846
-0.5233 0.0883 -1.0261
-0.9292 -0.6317 0.9708
0.0691 -0.0672 0.0526
0.6015 0.4763 0.2643
1.7639 3.2157 0.7065
-3.1252 2.9885 0.7657
-2.9306 -1.6373 -0.7077
0.8962 1.1337 0.1632
-0.4282 -2.4073 -0.9763
-2.9734 -1.0936 0.8575
-2.7769 -5.0144 -0.5516
2.7138 5.6308 -5.3496
0.9306 -5.0690 3.8348
-4.8441 -1.9612 1.5687
-0.0620 3.1852 1.5252
-2.5293 -4.3361 -0.6992
4.4429 -1.3206 -0.6966
2.1986 -0.0290 1.7513
-3.1751 3.2008 1.4902
-2.7242 -2.9669 -2.9585
-0.9888 -0.1975 1.0238
1.1150 -3.0986 -3.5889
3.4055 2.4723 2.6836
1.2627 -2.4843 1.7962
2.8178 1.4240 -4.3037
-4.7742 -1.0113 -1.9779
-0.8123 4.3259 3.0992
1.1678 -2.3728 -0.2717
2.5775 0.1485 0.0315
-2.4013 -1.5654 -2.3895
4.3897 4.5568 5.4012
-0.5754 0.7483 1.2541
2.4333 4.4648 0.1751
3.0252 3.8116 -0.6057
-0.4556 -2.5292 4.4315
-1.3680 2.0005 -2.9903
1.5883 0.3372 -1.2475
1.8433 -1.8942 -2.5579
-0.0458 -3.5219 -2.5790
-1.7795 0.4827 1.0608
-0.5920 1.4247 0.2429
0.4970 -0.9500 0.6022
1.1032 1.5100 -1.4240
-1.2636 -2.9291 -0.9077
-2.8518 -1.6008 2.2562
-1.2910 4.7006 -1.3561
0.6013 -7.7665 3.2589
1.9938 -1.1625 -0.5303
0.3871 2.1649 -0.1221
-1.8734 -0.9878 -1.5598
1.8224 1.0126 -0.8445
0.1062 -2.1428 0.2806
-1.5424 1.8963 0.3466
2.0497 1.1285 0.7658
-1.2443 -1.7024 -1.3219
2.2602 -0.7619 1.0144
-2.0848 -0.7884 -0.4958
-0.0453 2.4321 0.0698
-0.9151 1.3750 1.7681
2.4835 0.6728 -0.1532
2.2696 -0.4579 0.9225
-0.1108 -1.3743 -1.8946
-2.1207 1.3248 -0.4936
0.0685 -2.3695 -0.7357
2.3805 -0.5183 0.2253
-0.0928 2.6005 0.1440
1.6040 -0.2481 1.6360
-1.9919 1.7766 0.2294
-1.4140 2.6910 0.3754
-2.5216 0.7060 0.2621
0.4043 1.3679 -1.9932
1.0090 1.4477 1.6065
1.8372 -0.0696 0.6878
2.2932 1.2118 -1.5532
0.3275 2.2247 -1.2684
0.7983 -1.4613 -2.1411
1.9267 -1.1940 -1.1747
1.5911 -0.9183 1.4548
-1.2619 1.1736 1.4037
-1.0956 -1.6286 -1.7252
-0.0999 -0.0606 2.5142
-1.0516 -2.6563 -0.5870